The following is a DFT calculation (ωB97M-V/def2-TZVPD) of the molecule C14H14BF2NO.

Structure (XYZ):
```
33
Properties=species:S:1:pos:R:3:forces:R:3:lowdin_charge:R:1
F 4.698 -2.482 -1.113 -0.380 -0.287 0.091 0.0452
F -0.892 4.950 -1.807 0.059 -1.023 0.804 0.0282
O -0.468 -0.376 1.950 -1.478 -1.104 -0.053 -0.0143
C 2.622 -1.509 -1.652 1.373 -0.762 -1.378 -0.0192
C 3.071 -2.194 0.577 1.428 -0.702 1.494 -0.0204
C -1.021 2.568 -1.938 -0.999 0.459 -0.132 0.0000
C -0.326 3.569 0.107 -0.139 0.355 -0.088 -0.0046
C 1.437 -0.965 -1.268 0.346 0.112 0.577 -0.0518
C 1.876 -1.655 1.001 -0.262 0.410 -1.640 -0.0234
C -0.946 1.300 -1.342 -0.100 1.957 -1.240 -0.0759
C -0.205 2.307 0.681 -0.435 0.981 -0.824 -0.0180
C 3.443 -2.129 -0.734 0.086 0.811 -0.246 -0.2843
C -0.778 3.721 -1.192 0.493 -1.013 -0.601 -0.2501
C 1.072 -0.997 0.066 -1.567 0.107 0.602 -0.0898
C -0.535 1.195 -0.048 -0.030 -2.960 0.582 -0.1165
B -0.366 -0.352 0.503 2.737 2.248 -0.115 -0.7345
C -1.796 -0.796 2.285 1.001 0.980 1.318 -0.1726
C -2.552 -1.085 1.021 -1.505 -0.956 -0.678 -0.1044
N -1.496 -1.313 -0.038 -1.376 -1.484 1.026 0.1661
H 2.983 -1.461 -2.676 -0.117 0.097 0.042 0.1214
H 3.801 -2.579 1.308 -0.466 -0.001 -0.424 0.1273
H -1.440 2.712 -2.923 0.206 -0.125 -0.293 0.1094
H -0.084 4.433 0.674 0.179 0.705 0.439 0.1049
H 0.878 -0.409 -1.987 -0.437 0.201 -0.370 0.0955
H 1.563 -1.694 2.011 -0.119 0.000 0.889 0.1007
H -1.177 0.417 -1.924 -0.098 0.103 -0.217 0.0959
H 0.100 2.225 1.693 0.324 -0.129 0.769 0.1098
H -2.275 0.024 2.844 -0.137 -0.306 -0.124 0.1298
H -1.718 -1.648 2.971 -0.187 -0.094 -0.226 0.1235
H -3.246 -1.966 1.104 0.763 0.680 -0.063 0.1390
H -3.190 -0.242 0.700 0.603 -0.226 0.028 0.1367
H -1.061 -2.246 0.092 -0.523 0.531 -0.189 0.1819
H -1.969 -1.322 -0.949 0.757 0.435 0.238 0.1643
```
Forces are in eV/Å.

Output
- Electronic energy: -896.4976 Ha
- Net charge: 0
- HOMO-LUMO gap: 8.501 eV
- Max |F|: 3.544 eV/A